Formula: C21H50FNO5P2S
Source: OMol25
Level of theory: ωB97M-V/def2-TZVPD

The LUMO energy comes out at -0.0436 Eh. For the total energy, the calculation gives -2441.64552 hartree. Its total charge is 0. Its HOMO energy is -8.81 eV. As for the HOMO-LUMO gap: 7.6 eV.

Geometry (Å):
C: 3.338 1.812 7.243
C: 2.972 0.182 7.273
O: 3.634 -0.563 6.186
P: 2.730 -0.498 4.698
O: 2.835 0.991 4.158
C: 3.541 -1.710 3.408
C: 3.521 -1.074 1.896
N: 3.165 -2.049 0.795
P: 3.749 -1.452 -0.821
C: 5.399 -2.418 -1.111
C: 4.038 0.444 -0.790
C: 4.961 0.864 -2.113
S: 1.406 -2.146 0.561
O: 0.686 -2.978 1.650
O: 1.173 -2.917 -0.796
F: 0.693 -0.576 0.300
O: 1.068 -0.942 4.992
C: 0.229 -0.297 3.933
C: -1.310 -0.894 4.193
H: 4.351 1.923 6.631
H: 2.423 2.346 6.697
H: 3.513 2.254 8.313
H: 3.416 -0.243 8.294
H: 1.801 0.020 7.308
H: 3.104 -2.792 3.500
H: 4.681 -1.785 3.754
H: 2.799 -0.154 1.804
H: 4.639 -0.720 1.674
H: 5.271 -3.438 -0.520
H: 6.341 -1.853 -0.705
H: 5.467 -2.706 -2.257
H: 3.033 1.078 -0.818
H: 4.637 0.833 0.143
H: 4.841 1.996 -2.387
H: 4.688 0.129 -2.987
H: 6.096 0.707 -1.788
H: 0.576 -0.600 2.857
H: 0.230 0.872 4.011
H: -2.107 -0.434 3.460
H: -1.207 -2.059 4.124
H: -1.564 -0.611 5.306
C: -2.402 -2.657 -0.170
C: -2.145 -3.064 -1.613
C: -2.433 -1.943 -2.616
C: -3.887 -1.461 -2.659
C: -4.925 -2.543 -2.968
C: -4.745 -3.171 -4.341
H: -3.452 -2.402 -0.003
H: -2.150 -3.482 0.504
H: -1.788 -1.794 0.107
H: -2.733 -3.956 -1.854
H: -1.092 -3.354 -1.710
H: -2.129 -2.280 -3.614
H: -1.790 -1.084 -2.382
H: -3.965 -0.668 -3.414
H: -4.144 -0.990 -1.704
H: -5.923 -2.090 -2.921
H: -4.907 -3.323 -2.202
H: -4.808 -2.413 -5.128
H: -5.532 -3.912 -4.522
H: -3.782 -3.683 -4.429
C: -3.905 5.304 -3.412
C: -2.497 5.170 -2.854
C: -1.665 4.099 -3.566
C: -2.205 2.669 -3.454
C: -2.381 2.148 -2.026
C: -1.074 2.068 -1.252
H: -4.479 4.382 -3.286
H: -4.442 6.102 -2.890
H: -3.881 5.553 -4.478
H: -2.544 4.968 -1.779
H: -1.987 6.135 -2.964
H: -0.641 4.135 -3.177
H: -1.590 4.358 -4.630
H: -1.524 2.000 -3.995
H: -3.168 2.601 -3.974
H: -2.818 1.143 -2.075
H: -3.096 2.766 -1.476
H: -0.358 1.414 -1.762
H: -1.253 1.659 -0.252
H: -0.616 3.054 -1.129

These are the Löwdin partial charges, in e, on atoms 1 to 6: number 1, C, carries -0.11; number 2, C, carries -0.28; number 3, O, carries -0.30; number 4, P, carries 0.78; number 5, O, carries -0.37; number 6, C, carries -0.18

Formula: C21H30N2O7
Source: OMol25
Level of theory: ωB97M-V/def2-TZVPD

Its SMILES is COC(=O)CC[C@H](NC(=O)OCc1ccccc1)C(=O)N[C@@H](CC(C)C)C(=O)OC. The LUMO energy comes out at 0.0242 Eh. For the total energy, the calculation gives -1454.49845 hartree. Its total charge is 0. Its HOMO energy is -8.92 eV. As for the HOMO-LUMO gap: 9.6 eV.

Geometry (Å):
C: -2.414 -1.605 2.341
O: -1.569 -2.031 1.277
C: -2.131 -2.098 0.072
O: -3.303 -1.926 -0.138
C: -1.140 -2.474 -1.012
C: 0.282 -1.952 -0.800
C: 0.318 -0.447 -0.454
N: -0.689 0.293 -1.171
C: -1.626 1.009 -0.507
O: -1.760 1.012 0.694
O: -2.396 1.701 -1.366
C: -3.520 2.360 -0.773
C: -4.532 1.368 -0.263
C: -5.100 0.455 -1.142
C: -5.995 -0.492 -0.683
C: -6.330 -0.536 0.659
C: -5.765 0.370 1.540
C: -4.868 1.318 1.082
C: 1.705 0.094 -0.808
O: 1.922 0.696 -1.840
N: 2.648 -0.169 0.116
C: 4.050 0.097 -0.104
C: 4.597 1.147 0.879
C: 3.852 2.485 0.817
C: 4.409 3.415 1.893
C: 3.968 3.134 -0.559
C: 4.825 -1.200 0.083
O: 4.369 -2.184 0.605
O: 6.069 -1.099 -0.375
C: 6.896 -2.247 -0.216
H: -2.562 -0.526 2.265
H: -1.898 -1.861 3.263
H: -3.381 -2.106 2.280
H: -1.115 -3.565 -1.067
H: -1.551 -2.105 -1.953
H: 0.846 -2.122 -1.719
H: 0.767 -2.504 0.005
H: 0.106 -0.302 0.610
H: -0.509 0.504 -2.141
H: -3.931 2.972 -1.579
H: -3.170 3.003 0.042
H: -4.823 0.484 -2.186
H: -6.424 -1.204 -1.372
H: -7.024 -1.281 1.020
H: -6.016 0.332 2.591
H: -4.413 2.013 1.773
H: 2.432 -0.763 0.903
H: 4.166 0.449 -1.132
H: 4.522 0.743 1.893
H: 5.652 1.305 0.652
H: 2.793 2.304 1.028
H: 3.866 4.357 1.899
H: 5.459 3.627 1.704
H: 4.321 2.965 2.880
H: 3.430 2.561 -1.308
H: 5.012 3.216 -0.856
H: 3.540 4.134 -0.535
H: 7.014 -2.484 0.843
H: 7.854 -1.994 -0.662
H: 6.451 -3.106 -0.722

These are the natural (NBO) partial charges, in e, on atoms 1 to 6: number 1, C, carries -0.27; number 2, O, carries -0.52; number 3, C, carries 0.80; number 4, O, carries -0.60; number 5, C, carries -0.49; number 6, C, carries -0.40